{"formula": "C23H22Cl2FeN6O2S", "method": "ωB97M-V/def2-TZVPD", "e_homo_ev": [-10.32, -11.08], "multiplicity": 6, "charge": 1, "homo_lumo_gap_ev": [7.549, 6.173], "s_squared": 8.78, "species": ["Fe", "Cl", "C", "C", "C", "N", "C", "O", "C", "C", "C", "C", "C", "N", "C", "C", "C", "Cl", "N", "C", "O", "C", "C", "C", "C", "C", "N", "H", "H", "H", "H", "H", "H", "H", "H", "H", "H", "C", "N", "C", "C", "S", "N", "C", "C", "H", "H", "H", "H", "H", "H", "H", "H", "H", "H", "H", "H"], "positions_angstrom": [[0.184, 0.214, 0.188], [-5.262, -3.248, -2.127], [-3.674, -2.832, -1.633], [-3.412, -1.532, -1.302], [-2.127, -1.168, -0.861], [-1.702, 0.080, -0.537], [-2.407, 1.231, -0.740], [-3.564, 1.373, -1.055], [-1.527, 2.464, -0.520], [-1.994, 3.718, -0.841], [-1.176, 4.814, -0.609], [0.063, 4.615, -0.030], [0.451, 3.322, 0.272], [-0.318, 2.262, 0.005], [-1.093, -2.192, -0.764], [-1.396, -3.516, -1.150], [-2.654, -3.828, -1.570], [-2.994, -5.450, -2.020], [0.110, -1.724, -0.360], [1.290, -2.423, -0.464], [1.465, -3.614, -0.488], [2.476, -1.469, -0.602], [3.690, -1.952, -1.032], [4.723, -1.053, -1.259], [4.504, 0.290, -1.029], [3.261, 0.687, -0.567], [2.260, -0.172, -0.361], [-4.186, -0.787, -1.377], [-2.986, 3.806, -1.263], [-1.505, 5.814, -0.866], [0.717, 5.446, 0.197], [1.393, 3.118, 0.768], [-0.638, -4.281, -1.101], [3.795, -3.015, -1.198], [5.686, -1.397, -1.617], [5.278, 1.025, -1.200], [3.058, 1.729, -0.346], [0.369, -1.641, 6.055], [0.854, -0.883, 4.895], [2.087, -1.412, 4.321], [0.086, -0.010, 4.216], [0.323, 0.225, 2.548], [-0.866, 0.690, 4.864], [-0.669, 1.216, 6.219], [-1.945, 1.344, 4.130], [0.459, -2.703, 5.827], [-0.673, -1.425, 6.250], [0.959, -1.429, 6.948], [2.738, -1.713, 5.141], [2.585, -0.652, 3.730], [1.885, -2.278, 3.687], [0.305, 0.942, 6.603], [-1.441, 0.861, 6.903], [-0.722, 2.305, 6.175], [-2.257, 0.734, 3.290], [-1.634, 2.325, 3.762], [-2.786, 1.469, 4.811]], "lowdin_spin": [3.683, 0.036, 0.102, -0.001, 0.130, 0.176, 0.034, 0.067, 0.006, 0.002, 0.002, 0.004, 0.006, 0.042, 0.120, 0.017, 0.076, 0.023, 0.204, 0.035, 0.066, 0.007, 0.002, 0.003, 0.004, 0.007, 0.042, -0.001, 0.000, 0.000, 0.000, 0.001, 0.000, 0.000, 0.000, 0.000, 0.001, 0.001, 0.006, 0.002, 0.024, 0.054, 0.010, 0.001, 0.002, 0.000, 0.000, 0.000, 0.000, 0.001, 0.000, 0.000, 0.000, 0.000, 0.000, 0.000, 0.000]}


{"formula": "C23H22Cl3CrN2O4", "method": "ωB97M-V/def2-TZVPD", "e_homo_ev": [0.02, -0.46], "multiplicity": 4, "charge": -2, "homo_lumo_gap_ev": [4.037, 4.515], "s_squared": 3.99, "species": ["Cr", "C", "C", "C", "C", "C", "H", "H", "H", "H", "H", "N", "C", "O", "C", "C", "H", "H", "H", "H", "H", "H", "C", "C", "C", "C", "Cl", "C", "C", "C", "O", "C", "C", "O", "O", "H", "H", "H", "H", "H", "H", "H", "H", "Cl", "C", "C", "C", "C", "C", "Cl", "C", "N", "H", "H", "H"], "positions_angstrom": [[-0.438, 0.167, 0.074], [-0.718, -2.712, 2.287], [-1.883, -1.963, 2.068], [-1.545, -0.594, 2.071], [-0.128, -0.504, 2.279], [0.350, -1.824, 2.441], [-0.651, -3.794, 2.274], [-2.878, -2.366, 1.912], [-2.222, 0.238, 2.213], [0.342, 0.364, 2.719], [1.390, -2.092, 2.578], [-2.917, -1.346, -1.573], [-1.899, -0.515, -1.431], [-1.939, 2.444, -1.682], [-2.008, 0.707, -3.801], [0.226, 0.479, -2.212], [-2.720, -2.195, -1.056], [-3.165, -1.496, -2.558], [-2.717, 1.437, -4.143], [-1.605, 0.012, -4.522], [1.065, 1.091, -1.897], [0.654, -0.180, -2.966], [-0.667, -6.343, -1.336], [0.228, -5.981, -0.186], [0.222, -6.701, 0.996], [1.044, -6.326, 2.047], [1.021, -7.266, 3.526], [1.861, -5.220, 1.949], [1.882, -4.490, 0.768], [1.084, -4.877, -0.302], [1.088, -4.272, -1.511], [1.816, -3.052, -1.628], [1.291, -1.904, -0.749], [2.129, -1.074, -0.374], [0.057, -1.927, -0.493], [-1.423, -7.064, -1.023], [-0.095, -6.772, -2.163], [-1.160, -5.451, -1.724], [-0.434, -7.556, 1.104], [2.465, -4.911, 2.791], [2.487, -3.596, 0.712], [1.699, -2.757, -2.672], [2.877, -3.212, -1.421], [-1.400, 0.728, -2.265], [-1.867, 3.523, -0.875], [-2.333, 4.766, -1.210], [-2.170, 5.828, -0.298], [-1.519, 5.563, 0.892], [-1.034, 4.299, 1.197], [-0.237, 4.091, 2.758], [-1.132, 3.156, 0.341], [-0.596, 1.973, 0.593], [-2.828, 4.906, -2.164], [-2.542, 6.821, -0.521], [-1.380, 6.354, 1.621]], "lowdin_spin": [3.129, -0.011, 0.048, -0.013, -0.018, 0.046, -0.002, 0.004, 0.003, 0.003, 0.004, -0.001, -0.014, 0.006, 0.003, -0.017, 0.000, -0.001, 0.000, 0.000, 0.004, -0.001, 0.000, 0.000, 0.000, 0.000, 0.000, 0.000, 0.000, 0.000, 0.000, 0.000, 0.006, 0.023, 0.009, 0.000, 0.000, 0.000, 0.000, 0.000, 0.000, 0.000, 0.000, 0.017, -0.003, 0.004, 0.017, 0.000, 0.005, 0.001, -0.022, -0.228, 0.000, 0.002, -0.001]}


For reference, ΔE to the lowest compared entry with this formula, charge and spin by record: 30.9, 1337.0 kJ/mol.